{"formula": "C45H57ClGeN8O3V", "method": "wB97M-V/def2-TZVPD", "multiplicity": 4, "orbital_gap_ev": [2.6, 2.6], "e_lumo_ha": [0.1395, 0.1395], "homo_energy_ev": [1.231, 1.149], "charge": -2, "elements": ["V", "N", "C", "C", "C", "N", "H", "H", "H", "H", "H", "H", "H", "H", "H", "H", "O", "C", "C", "N", "C", "C", "N", "N", "C", "C", "H", "H", "H", "H", "H", "H", "H", "H", "H", "H", "H", "H", "H", "C", "N", "C", "C", "N", "H", "H", "H", "H", "H", "H", "C", "C", "C", "C", "C", "C", "C", "H", "H", "H", "H", "H", "Cl", "C", "C", "C", "C", "N", "C", "H", "H", "H", "H", "O", "C", "O", "C", "C", "Ge", "C", "C", "C", "C", "C", "C", "C", "C", "C", "C", "C", "C", "C", "C", "C", "C", "C", "C", "H", "H", "H", "H", "H", "H", "H", "H", "H", "H", "H", "H", "H", "H", "H", "H", "H", "H", "H"], "positions_angstrom": [[-0.98265, 1.92527, 1.67935], [0.14187, 0.21475, 1.24504], [0.36141, -0.74682, 2.38413], [1.23507, -0.11077, 3.45639], [0.62943, 1.08116, 4.15079], [0.51135, 2.19156, 3.15478], [-0.24447, -0.31513, 0.46571], [1.25620, 0.39762, 0.76896], [0.84434, -1.62923, 1.94031], [-0.63848, -1.09435, 2.77970], [2.19471, 0.26329, 3.08803], [1.43217, -0.89935, 4.16906], [1.35207, 1.42360, 4.89994], [-0.30263, 0.90381, 4.66512], [1.38881, 2.22498, 2.63784], [0.48343, 3.08010, 3.65814], [-3.12321, -0.80637, 0.34317], [-3.19497, 0.41919, 0.34586], [-2.60443, -4.95302, 1.19591], [-3.43489, -4.66735, 2.37596], [-4.87943, -4.66633, 2.00448], [-2.86818, -3.58542, 3.11847], [-2.21918, -2.59352, 2.60135], [-2.90555, -3.67385, 4.47714], [-2.26408, -2.65844, 5.24910], [-3.76487, -4.63787, 5.16819], [-3.04135, -5.87204, 0.73085], [-1.58059, -5.14598, 1.45261], [-2.67001, -4.14422, 0.45275], [-5.10507, -4.09553, 1.09176], [-5.48588, -4.31029, 2.84393], [-5.18603, -5.70416, 1.82416], [-2.21914, -2.71181, 1.55719], [-2.59808, -1.69536, 4.91854], [-1.20319, -2.74261, 5.11124], [-2.51030, -2.81379, 6.31480], [-4.06110, -5.44488, 4.51523], [-4.65919, -4.10408, 5.52129], [-3.18528, -4.99166, 6.05934], [1.95261, 5.08758, 0.91443], [0.89439, 4.65859, -0.04770], [0.67169, 5.16119, -1.43163], [0.20206, 3.62377, 0.38349], [-0.94086, 3.23164, 0.29017], [2.74345, 5.71830, 0.50952], [2.32584, 4.12257, 1.27805], [1.37737, 5.53597, 1.70297], [-0.37825, 4.82681, -1.65098], [1.32868, 4.61244, -2.13364], [0.75147, 6.24989, -1.53128], [-2.70942, 1.25962, 1.48458], [-3.64704, 1.62374, 2.54121], [-3.19101, 2.39447, 3.66403], [-3.97314, 2.56484, 4.80638], [-5.30217, 2.05638, 4.77414], [-5.81140, 1.47818, 3.58824], [-5.00733, 1.21051, 2.52146], [-2.20929, 2.87544, 3.55876], [-3.62821, 3.09544, 5.66796], [-5.84668, 2.10353, 5.70041], [-6.89974, 1.30408, 3.54388], [-5.31402, 0.81510, 1.56707], [-5.57021, 4.54456, -1.41958], [-4.80187, 3.01330, -1.76303], [-5.23546, 2.20011, -2.83924], [-4.96039, 0.82756, -2.88190], [-4.16679, 0.26309, -1.95289], [-3.63343, 1.09929, -0.93164], [-3.86659, 2.43508, -0.92141], [-5.79095, 2.70052, -3.59093], [-5.50456, 0.21012, -3.58473], [-3.87370, -0.77685, -1.84607], [-3.31614, 3.04709, -0.25200], [3.13310, 1.75003, 1.61575], [3.22981, 1.04095, 0.58127], [2.33666, 0.27746, 0.02770], [4.59360, 1.04781, -0.08668], [4.88515, -0.17608, -0.95029], [4.03965, -0.44466, -2.68578], [4.94266, 0.93395, -3.75072], [5.84880, 0.48443, -4.74702], [6.43556, 1.37236, -5.64886], [6.18776, 2.72377, -5.54570], [5.29497, 3.17742, -4.60123], [4.71211, 2.31474, -3.63140], [2.09229, -0.26499, -3.23186], [1.58240, 0.91771, -3.70829], [0.30613, 0.96219, -4.23951], [-0.55655, -0.13108, -4.15219], [-0.05686, -1.30358, -3.70814], [1.28265, -1.42705, -3.24913], [4.48270, -2.32152, -3.05702], [4.03177, -2.77946, -4.29664], [3.84646, -4.15065, -4.53263], [4.07166, -5.09307, -3.47341], [4.54074, -4.59307, -2.26240], [4.70189, -3.21117, -2.00633], [5.33187, 1.10942, 0.74146], [4.74263, 1.96794, -0.71788], [4.57784, -1.09543, -0.39645], [5.93929, -0.37641, -1.18938], [6.17354, -0.57185, -4.85563], [7.06075, 0.96365, -6.42987], [6.72424, 3.37942, -6.20609], [4.97765, 4.21531, -4.57375], [4.11180, 2.71467, -2.79660], [2.25254, 1.81335, -3.78818], [-0.08777, 1.87254, -4.68535], [-1.58816, -0.06729, -4.46375], [-0.72485, -2.15492, -3.66983], [1.70202, -2.35845, -2.87802], [3.91069, -2.13023, -5.16093], [3.55843, -4.50090, -5.52825], [3.93598, -6.16400, -3.63765], [4.73379, -5.31555, -1.48789], [5.13507, -2.89273, -1.07017]], "forces_ev_per_a": [[3.6, 2.1, -1.8], [1.8, -0.4, 0.0], [-1.1, 0.5, -1.1], [-0.3, -0.4, -0.1], [1.0, 1.0, -0.1], [0.1, -0.3, 1.9], [-0.4, 0.0, 0.2], [-2.6, -0.3, 0.8], [0.2, -0.1, 0.4], [1.1, 0.5, -0.2], [-0.1, -0.4, -0.3], [0.2, -0.2, 0.5], [0.0, -0.2, 0.3], [-0.6, -0.1, -0.1], [0.0, 0.0, -0.5], [-0.2, -0.2, -0.3], [-0.4, 0.4, -1.1], [1.2, 0.6, 1.2], [-1.7, -0.7, -0.4], [-0.1, -0.5, -0.6], [0.7, -0.1, 0.6], [0.6, 1.5, -0.8], [-0.5, -1.6, -1.0], [-1.3, -1.8, 0.0], [-0.4, -0.3, 0.7], [0.8, 1.2, 0.7], [0.4, 0.6, 0.2], [0.4, 0.0, 0.3], [0.1, -0.2, 0.0], [0.2, 0.2, 0.3], [0.2, 0.2, -0.2], [0.1, 0.1, 0.0], [-0.1, 0.8, 1.4], [0.0, 0.8, 0.0], [0.7, 0.2, 0.0], [0.1, 0.1, -0.4], [0.2, -0.2, -0.1], [-0.1, -0.3, 0.2], [-0.7, -0.1, -0.7], [-1.1, -1.4, -1.2], [1.4, 2.5, -1.9], [-0.8, -0.9, 1.0], [2.0, -2.1, 4.0], [-4.2, -0.2, -2.7], [-0.1, 0.2, -0.2], [0.4, 0.3, 0.2], [0.4, 0.7, 0.7], [0.8, 0.5, 0.0], [0.0, 0.5, 0.0], [0.1, -0.2, -0.1], [-4.5, -1.0, -0.1], [1.6, -0.5, -1.4], [-0.3, 0.3, 0.5], [-0.8, -1.1, -1.9], [0.9, 0.3, 0.1], [-0.9, 0.2, 1.1], [0.6, 0.7, -0.2], [-0.2, -0.1, 0.4], [0.3, 0.3, 0.4], [-0.6, 0.1, 0.0], [0.5, -0.3, 0.0], [-0.6, -0.3, 0.0], [0.6, -0.1, -0.3], [1.2, -2.1, 0.5], [-0.9, 1.0, 0.0], [-0.3, 0.1, -0.1], [0.7, 0.3, 1.2], [0.6, -2.1, 0.6], [-1.5, 1.9, -0.4], [-0.7, 0.0, -0.7], [0.4, -0.1, -0.3], [-0.3, 0.2, -0.1], [0.4, 0.0, 1.0], [-0.2, -0.9, -1.2], [-0.6, 0.0, 0.2], [2.1, 1.3, 0.6], [1.3, 0.4, -0.6], [-0.8, -1.5, 0.8], [-0.7, 1.1, 0.4], [0.9, -0.6, -0.8], [0.0, 0.2, -0.2], [-0.1, -0.8, 0.6], [-0.1, -0.1, -0.3], [-0.8, 0.1, 1.5], [0.5, -0.2, -0.9], [0.8, -2.0, 0.8], [0.7, 1.3, -0.9], [-0.8, 0.6, 0.1], [0.4, 1.3, -0.7], [1.3, -2.0, 1.2], [-0.4, 1.4, -0.2], [-0.9, 0.8, 0.0], [0.5, -1.8, -0.5], [0.3, -0.6, 0.9], [0.1, 1.7, -1.1], [-0.3, 0.1, 0.1], [0.4, -1.3, -1.4], [-0.3, 0.1, -0.5], [-0.3, -0.6, 0.8], [0.1, 0.7, 0.0], [0.0, 0.5, 0.1], [-0.7, 0.6, 0.3], [0.3, 0.1, 0.0], [-0.2, 0.5, -0.3], [0.4, 0.1, 0.1], [0.1, -0.2, -0.7], [-0.9, -0.9, 0.2], [0.2, 0.0, 0.2], [-0.1, 0.1, -0.1], [0.1, -0.2, 0.1], [-0.3, 0.0, -0.1], [-0.2, 0.3, 0.4], [0.0, 0.1, 0.4], [0.0, 0.4, 0.1], [0.1, 0.0, 0.4], [-0.3, 0.1, 0.1]], "mulliken_charge": [-0.820, 0.384, 0.174, -0.479, -0.869, -0.118, 0.287, -0.137, 0.252, -0.023, 0.046, 0.569, 0.460, 0.348, -0.051, 0.330, -0.646, -1.266, -1.060, 0.100, -0.960, 0.122, -0.044, 0.124, -0.962, -1.180, 0.284, 0.290, 0.416, 0.299, 0.325, 0.349, -0.194, 0.352, 0.262, 0.360, 0.396, 0.313, 0.362, -1.078, 0.349, -0.707, 0.303, -0.773, 0.408, 0.189, 0.241, 0.238, 0.115, 0.297, 1.274, 1.743, -0.306, -0.885, -0.636, -0.628, -0.785, 0.421, 0.426, 0.348, 0.290, 0.360, -0.272, -0.251, -0.455, -0.726, -0.481, 0.546, -0.155, 0.421, 0.350, 0.479, 0.555, -0.792, 0.413, -0.771, -0.730, -1.134, 1.795, 0.304, -0.419, -0.482, -0.594, -0.812, -0.369, 0.354, -0.283, -0.629, -0.510, -0.651, -0.200, 0.491, -0.599, -0.568, -0.622, -0.505, -0.494, 0.347, -0.038, 0.319, 0.591, 0.229, 0.376, 0.381, 0.380, 0.384, 0.030, 0.345, 0.364, 0.325, 0.378, 0.298, 0.370, 0.368, 0.375, 0.371]}